21
Properties=species:S:1:pos:R:3:lowdin_charge:R:1 method="wB97M-V/def2-TZVPD" largest_force_ha_per_bohr=0.1020 energy_ha=-383.299689 e_lumo_ev=0.930 charge=0 e_above_lowest_kj_mol=324.3 homo_energy_ha=-0.328 smiles="NC1=NC[C@H]2CCC[C@H]12"
C -0.880 -0.212 -1.503 -0.436
C -1.820 -0.719 0.516 -0.109
C -0.546 0.005 0.871 -0.320
C 0.437 -0.328 1.845 -0.226
C 1.691 0.387 1.244 -0.118
C 1.176 0.861 -0.309 -0.128
C 0.151 -0.157 -0.527 -0.301
H 0.396 0.262 -3.449 0.194
H -1.433 0.255 -3.308 0.030
H -1.729 -1.740 0.677 0.089
H -2.787 -0.261 0.770 0.111
H -0.784 1.062 0.722 0.149
H 0.234 0.105 2.884 0.137
H 0.538 -1.389 1.927 0.101
H 2.166 1.320 1.892 0.146
H 2.280 -0.715 1.183 0.151
H 0.779 1.929 -0.095 0.140
H 2.058 0.904 -0.834 0.062
H 0.666 -1.031 -0.597 0.133
N -0.603 -0.029 -2.899 0.095
N -1.990 -0.510 -1.010 0.100



9
Properties=species:S:1:pos:R:3:lowdin_charge:R:1 method="wB97M-V/def2-TZVPD" largest_force_ha_per_bohr=0.0532 energy_ha=-570.402119 e_lumo_ev="4.168 / 4.165" charge=-1 e_above_lowest_kj_mol=284.4 homo_energy_ha="-0.103 / -0.102"
C -1.210 -0.468 -0.682 -0.120
C -0.277 0.428 -0.273 -0.456
O 1.626 -1.514 0.101 -0.377
O 2.506 0.853 0.037 -0.399
P 1.350 -0.067 0.179 0.408
H -2.253 -0.353 -0.981 0.041
H -1.040 -1.369 -0.216 0.006
H -0.385 1.523 -0.211 0.023
H -0.318 0.967 2.045 -0.126



21
Properties=species:S:1:pos:R:3:lowdin_charge:R:1 method="wB97M-V/def2-TZVPD" largest_force_ha_per_bohr=0.0829 energy_ha=-956.407336 e_lumo_ev="0.018 / -0.841" charge=0 e_above_lowest_kj_mol=445.4 homo_energy_ha="-0.245 / -0.246"
C -0.170 0.904 0.259 -0.378
C 0.150 -0.555 0.314 -0.495
C -0.329 1.493 -0.858 -0.138
C -0.305 1.594 1.625 -0.033
C -0.046 -1.340 1.534 -0.169
C -0.905 2.720 -1.432 -0.123
C 1.196 -2.950 -0.961 -0.338
P 0.509 -0.399 -3.061 0.351
P 0.367 -1.302 -1.270 0.422
H 0.442 1.318 2.357 0.075
H -1.266 1.462 1.974 0.048
H -0.336 2.730 1.491 0.105
H -1.013 -1.119 1.904 0.052
H 0.852 -1.051 2.278 0.123
H 0.007 -2.515 1.423 0.098
H -1.197 2.524 -2.544 0.100
H -0.143 3.487 -1.367 0.068
H -1.836 2.996 -0.894 0.083
H 1.881 -2.889 -0.006 0.071
H 1.782 -3.270 -1.804 -0.008
H 0.360 -3.839 -0.961 0.087



128
Properties=species:S:1:pos:R:3:lowdin_charge:R:1 method="wB97M-V/def2-TZVPD" largest_force_ha_per_bohr=0.2417 energy_ha=-5063.494412 e_lumo_ev=0.095 charge=0 e_above_lowest_kj_mol=192.6 homo_energy_ha=-0.271
C -2.779 -1.904 -4.681 0.028
C -4.242 -2.222 -4.245 -0.368
O -5.146 -2.142 -5.011 0.149
N -4.431 -2.347 -2.754 0.077
H -4.488 -3.254 -2.653 0.078
H -3.600 -2.182 -2.021 0.060
C -5.749 -1.695 -2.205 0.030
H -2.854 -0.995 -5.226 0.044
H -2.434 -2.642 -5.407 0.103
H -2.251 -1.589 -3.815 0.035
H -5.750 -0.618 -2.280 0.076
H -5.813 -1.673 -1.019 0.124
H -6.616 -2.132 -2.691 0.080
C 0.583 -1.235 0.486 0.007
C 0.097 0.038 -0.132 -0.339
O 0.682 1.092 0.207 0.071
N -1.068 0.010 -1.095 0.051
H -0.531 -0.234 -1.839 -0.125
H -1.743 -0.757 -1.019 0.050
C -1.853 1.288 -1.117 -0.004
H 1.285 -1.187 1.351 0.082
H 1.362 -1.727 -0.123 0.072
H -0.105 -2.030 0.733 0.074
H -2.606 0.993 -1.902 0.089
H -1.114 2.288 -1.346 0.150
H -2.265 1.932 -0.324 0.073
I 1.105 -0.385 -3.723 -0.239
O -2.494 -2.151 -1.053 -0.332
H -2.328 -3.100 -1.021 -0.018
F 7.456 -4.492 -2.117 -0.047
C 6.140 -3.905 -1.962 -0.204
C 5.528 -3.200 -2.961 -0.016
C 4.205 -2.829 -2.710 -0.091
C 3.569 -3.117 -1.548 -0.136
C 4.153 -3.933 -0.638 -0.072
C 5.535 -4.368 -0.745 0.033
H 5.928 -2.963 -3.920 0.114
H 3.781 -2.179 -3.395 0.027
H 2.552 -2.785 -1.363 0.078
H 3.435 -4.115 0.134 0.084
H 6.043 -4.984 0.032 0.119
F 3.934 -3.023 3.899 0.077
C 3.178 -3.967 3.330 -0.328
C 1.909 -3.736 2.932 -0.021
C 1.069 -4.796 2.386 -0.019
C 1.588 -6.162 2.302 -0.082
C 2.904 -6.391 2.757 -0.060
C 3.678 -5.249 3.194 -0.020
H 1.503 -2.810 2.829 0.046
H 0.056 -4.549 1.856 0.130
H 1.021 -6.903 1.941 0.044
H 3.273 -7.457 2.864 0.119
H 4.728 -5.266 3.492 0.114
C 1.448 1.060 4.338 -0.163
C 1.682 -0.150 5.174 -0.271
C 0.542 -0.672 5.626 -0.264
S -0.776 -0.284 4.538 0.619
O -1.954 0.178 5.182 -0.288
O -0.829 -1.277 3.547 -0.297
C -0.059 1.113 3.854 -0.202
H 1.978 0.983 3.387 0.080
H 1.703 2.026 4.972 0.164
H 2.303 0.322 5.929 0.136
H 2.279 -0.858 4.573 0.127
H 0.239 -0.108 6.248 0.012
H 0.310 -1.651 5.922 0.132
H -0.505 2.034 4.031 0.084
H 0.136 0.890 2.720 0.123
C 1.264 5.779 0.007 -0.286
C 0.294 4.648 -0.079 -0.301
C 0.299 3.960 1.205 -0.242
S 0.452 5.383 2.352 0.656
O 1.642 5.167 3.164 -0.342
O -0.784 5.546 3.046 -0.327
C 0.812 6.669 1.119 -0.245
H 1.121 6.185 -1.055 0.146
H 2.251 5.351 0.308 0.139
H 0.635 3.976 -0.923 0.138
H -0.675 5.207 -0.367 0.157
H 1.222 3.462 1.522 0.101
H -0.457 3.214 1.235 0.078
H 1.566 7.484 1.666 0.171
H -0.212 7.178 1.076 0.117
C 6.381 -0.080 -0.353 -0.116
C 6.844 -0.390 1.174 -0.280
C 6.299 0.470 2.033 -0.323
S 4.735 0.836 1.478 0.606
O 4.693 2.256 1.557 -0.295
O 3.713 0.029 2.032 -0.291
C 4.924 0.296 -0.150 -0.227
H 6.476 -0.678 -1.182 0.080
H 6.946 0.787 -0.509 0.091
H 7.866 -0.487 1.190 0.100
H 6.600 -1.394 1.430 0.116
H 7.000 1.372 1.958 0.161
H 6.361 0.137 3.085 0.148
H 4.795 1.272 -0.863 0.183
H 4.344 -0.571 -0.251 0.071
C -6.395 0.403 3.254 -0.241
C -5.712 -0.796 2.420 -0.192
C -4.424 -0.251 2.130 -0.265
S -4.596 1.521 1.733 0.711
O -4.973 1.534 0.364 -0.328
O -3.382 2.266 2.219 -0.343
C -6.037 1.696 2.736 -0.261
H -6.208 0.277 4.269 0.087
H -7.533 0.108 3.113 0.156
H -6.276 -0.984 1.485 0.116
H -5.725 -1.605 3.115 0.112
H -3.867 -0.819 1.396 0.106
H -3.624 -0.199 2.811 0.073
H -6.845 2.306 2.264 0.137
H -5.684 1.980 3.749 0.127
C -2.367 2.316 -7.171 -0.120
C -3.389 3.454 -6.937 -0.236
C -4.160 3.138 -5.876 -0.276
S -3.198 2.371 -4.623 0.689
O -3.799 1.071 -4.298 -0.340
O -2.770 3.241 -3.608 -0.278
C -1.851 1.981 -5.718 -0.205
H -1.599 2.315 -7.722 0.038
H -2.946 1.494 -7.549 0.117
H -3.784 3.652 -7.883 0.120
H -2.935 4.380 -6.711 0.123
H -4.993 2.750 -6.024 0.048
H -4.481 4.012 -5.385 0.119
H -1.451 0.953 -5.500 0.067
H -0.912 2.509 -5.668 0.100



71
Properties=species:S:1:pos:R:3:mulliken_spin:R:1 method="wB97M-V/def2-TZVPD" largest_force_ha_per_bohr=0.0332 spin_multiplicity=3 energy_ha=-2455.552109 e_lumo_ev="-2.600 / -3.260" charge=+1 e_above_lowest_kj_mol=211.2 homo_energy_ha="-0.337 / -0.336"
Pd -0.573 -0.057 0.769 0.667
C -1.010 2.430 3.144 0.003
N -1.891 2.123 2.038 -0.006
C -1.930 3.060 0.938 0.005
C -0.705 2.934 0.078 -0.002
N 0.140 1.944 0.150 0.046
C 1.115 2.194 -0.806 -0.004
C 2.240 1.450 -1.148 0.001
C 3.032 1.934 -2.172 -0.001
C 2.715 3.129 -2.839 0.000
C 1.604 3.879 -2.500 -0.001
C 0.815 3.386 -1.468 -0.004
N -0.348 3.845 -0.866 0.006
C -0.044 1.323 3.485 0.013
N 0.292 0.307 2.737 0.065
C 1.255 -0.401 3.446 -0.010
C 1.945 -1.559 3.102 0.001
C 2.859 -2.046 4.013 0.000
C 3.086 -1.399 5.239 0.000
C 2.409 -0.247 5.589 0.000
C 1.490 0.236 4.665 -0.005
N 0.644 1.334 4.659 0.001
H -1.569 2.683 4.051 0.000
H -0.414 3.315 2.899 0.000
H -2.809 1.826 2.326 -0.002
H -2.022 4.108 1.260 0.001
H -2.806 2.835 0.326 0.002
H 2.468 0.527 -0.628 0.002
H 3.925 1.393 -2.458 0.000
H 3.365 3.480 -3.630 0.000
H 1.370 4.802 -3.013 0.000
H -0.858 4.678 -1.104 0.000
H 1.768 -2.044 2.150 0.004
H 3.418 -2.943 3.783 0.000
H 3.812 -1.812 5.925 0.000
H 2.589 0.248 6.533 0.000
H 0.545 2.018 5.390 0.000
C 2.692 -2.363 -5.826 0.001
C 2.694 -1.206 -4.839 -0.001
N 2.418 -1.669 -3.478 0.014
C 1.341 -1.499 -2.714 0.003
S 1.102 -2.319 -1.291 -0.004
N 0.413 -0.542 -3.141 0.018
C -0.828 -0.305 -2.751 0.049
C -2.196 -2.845 -2.305 0.009
H 2.915 -1.998 -6.828 0.000
H 1.721 -2.857 -5.843 0.000
H 3.450 -3.101 -5.561 0.000
H 1.955 -0.464 -5.134 0.000
H 3.660 -0.700 -4.832 0.000
H 3.056 -2.361 -3.109 0.000
H 0.746 0.145 -3.813 -0.006
H -1.545 0.223 -0.839 -0.023
H -0.718 -1.784 -0.864 -0.002
H -1.823 -2.893 -3.314 0.002
H -2.880 -0.722 -2.125 0.009
H -2.684 -3.592 -1.707 0.000
Cl -1.851 -1.414 -1.538 0.120
C -2.682 -1.696 0.119 0.171
C -1.831 -2.256 1.051 -0.038
C -2.229 -2.258 2.397 0.214
C -3.451 -1.690 2.752 -0.072
C -4.310 -1.195 1.792 0.195
C -3.985 -1.229 0.406 -0.118
C -4.904 -0.851 -0.573 0.642
H -0.936 -2.785 0.734 0.007
H -1.589 -2.704 3.146 0.004
H -3.753 -1.676 3.791 0.003
H -5.282 -0.813 2.083 -0.003
H -4.735 -1.035 -1.624 0.025
H -5.869 -0.461 -0.281 0.001



67
Properties=species:S:1:pos:R:3:lowdin_charge:R:1 method="wB97M-V/def2-TZVPD" largest_force_ha_per_bohr=0.0197 energy_ha=-3737.414490 e_lumo_ev=-2.889 charge=+1 e_above_lowest_kj_mol=0.0 homo_energy_ha=-0.377
C 0.301 -2.596 1.710 -0.084
C 0.646 -2.525 0.225 -0.269
C -0.301 -1.567 -0.561 -0.333
P -1.852 -2.395 -0.940 1.097
C -3.066 -2.315 0.400 -0.404
C -4.519 -2.356 -0.110 -0.789
C -5.486 -1.651 0.845 -0.105
Br -4.997 -4.226 -0.369 0.740
H -0.766 -2.498 1.897 0.047
H 0.796 -1.799 2.253 0.085
H 0.608 -3.554 2.118 0.084
H 0.592 -3.508 -0.236 0.094
H 1.656 -2.156 0.086 0.100
H 0.203 -1.297 -1.486 0.077
H -0.477 -0.663 0.017 0.080
H -1.545 -3.726 -1.214 0.054
H -2.429 -1.808 -2.069 0.052
H -2.887 -3.178 1.036 0.082
H -2.874 -1.437 1.011 0.061
H -4.570 -1.899 -1.091 0.064
H -4.967 -1.008 1.547 0.051
H -6.046 -2.387 1.410 0.068
H -6.194 -1.060 0.275 0.089
C 5.412 0.809 -4.529 -0.085
C 4.772 1.138 -3.189 -0.268
N 3.637 0.284 -2.879 -0.200
C 2.832 0.769 -1.778 -0.254
C 3.465 0.835 -0.382 -0.078
C 3.901 -1.144 -2.896 -0.249
C 5.006 -1.687 -1.981 -0.077
H 4.668 0.809 -5.326 0.081
H 6.167 1.558 -4.769 0.077
H 5.910 -0.162 -4.522 0.066
H 4.407 2.167 -3.228 0.119
H 5.546 1.111 -2.407 0.105
H 1.925 0.154 -1.727 0.082
H 2.485 1.773 -2.042 0.112
H 3.595 -0.154 0.058 0.047
H 2.816 1.402 0.290 0.069
H 4.433 1.334 -0.397 0.072
H 4.141 -1.428 -3.923 0.104
H 2.962 -1.662 -2.674 0.101
H 5.919 -1.097 -2.050 0.070
H 5.258 -2.707 -2.277 0.075
H 4.702 -1.721 -0.935 0.051
C -1.628 3.257 -0.091 -0.078
C -2.166 2.126 0.772 -0.278
N -1.380 1.903 1.971 -0.195
C -1.681 0.652 2.634 -0.255
C -3.087 0.445 3.208 -0.079
C -1.207 3.061 2.838 -0.236
C -2.467 3.755 3.364 -0.073
H -0.570 3.108 -0.312 0.078
H -2.173 3.293 -1.036 0.077
H -1.746 4.228 0.388 0.072
H -2.134 1.201 0.181 0.096
H -3.228 2.317 0.990 0.106
H -0.946 0.493 3.427 0.121
H -1.491 -0.146 1.900 0.058
H -3.247 1.022 4.116 0.066
H -3.225 -0.608 3.478 0.074
H -3.868 0.709 2.492 0.058
H -0.610 3.797 2.295 0.106
H -0.580 2.759 3.680 0.118
H -3.199 3.934 2.575 0.069
H -2.200 4.727 3.780 0.078
H -2.952 3.190 4.158 0.058



12
Properties=species:S:1:pos:R:3:lowdin_charge:R:1 method="wB97M-V/def2-TZVPD" largest_force_ha_per_bohr=0.0589 energy_ha=-912.027569 e_lumo_ev="-0.069 / -0.691" charge=0 e_above_lowest_kj_mol=426.5 homo_energy_ha="-0.344 / -0.267"
C -1.862 0.389 0.336 -0.402
C -1.345 -0.944 -0.150 -0.498
C 1.198 0.028 -0.463 -0.865
N -1.413 1.504 0.249 0.175
P 2.961 0.160 0.064 0.692
S 0.388 -1.275 0.252 0.782
H -2.702 0.076 0.891 0.092
H -1.899 -1.808 0.329 0.079
H -1.759 -1.040 -1.218 0.118
H 0.519 0.899 -0.942 0.062
H 2.589 0.781 1.344 -0.083
H 3.325 1.230 -0.692 -0.151



12
Properties=species:S:1:pos:R:3:lowdin_charge:R:1 method="wB97M-V/def2-TZVPD" largest_force_ha_per_bohr=0.1118 energy_ha=-507.823524 e_lumo_ev=-4.118 charge=+1 e_above_lowest_kj_mol=25.8 homo_energy_ha=-0.478
C 0.953 0.241 -1.011 0.050
C 0.429 -0.773 -0.016 -0.361
N 1.137 -1.827 0.383 0.250
O -0.713 -0.719 0.546 0.227
I -2.864 3.323 0.931 0.469
H 0.856 -0.176 -1.990 0.099
H 0.458 1.273 -1.094 0.136
H 1.953 0.495 -0.620 0.113
H 2.164 -1.951 -0.002 0.222
H 0.778 -2.418 1.060 0.117
H -4.001 2.442 1.387 -0.423
H -1.150 0.089 0.427 0.101



20
Properties=species:S:1:pos:R:3:lowdin_charge:R:1 method="wB97M-V/def2-TZVPD" largest_force_ha_per_bohr=0.1145 energy_ha=-835.873112 e_lumo_ev=-4.680 charge=+1 e_above_lowest_kj_mol=57.9 homo_energy_ha=-0.389
In -0.090 0.028 -0.236 0.787
C -1.649 1.796 -0.959 -0.863
O -0.573 2.011 -0.272 -0.113
O -1.607 0.603 -1.407 -0.086
O -2.659 2.412 -0.619 0.051
O -0.542 0.294 1.778 0.044
H 0.186 0.319 2.379 0.094
H -1.316 0.474 2.321 0.142
O 1.785 1.035 0.394 -0.008
H 2.548 0.530 0.733 0.109
H 2.174 1.841 0.070 0.105
O 1.005 -1.683 0.466 0.014
H 1.489 -2.350 -0.089 0.151
H 0.915 -2.032 1.354 0.108
O 1.174 0.004 -1.953 0.017
H 1.722 0.659 -2.375 0.112
H 1.373 -0.755 -2.536 0.128
O -1.732 -1.458 0.231 -0.022
H -2.015 -1.689 1.131 0.101
H -2.188 -2.041 -0.413 0.129



38
Properties=species:S:1:pos:R:3:lowdin_charge:R:1 method="wB97M-V/def2-TZVPD" largest_force_ha_per_bohr=0.1126 energy_ha=-1008.525382 e_lumo_ev=-0.286 charge=0 e_above_lowest_kj_mol=1248.9 homo_energy_ha=-0.310
C -3.138 -0.691 -2.783 -0.211
C -2.578 -0.960 -1.329 -0.377
C -2.847 -1.879 -3.725 -0.323
C -1.224 0.004 0.359 -0.315
C -0.776 1.401 0.851 -0.414
C 0.130 -0.757 0.077 -0.053
C 1.049 -0.721 1.343 -0.225
C 1.023 -1.647 2.308 -0.112
C 2.272 0.096 1.547 -0.050
C 2.864 -0.316 2.849 -0.190
C 2.545 1.479 0.974 -0.037
C 3.823 0.500 3.606 -0.034
C 3.438 2.199 1.719 -0.099
C 4.099 1.700 2.957 -0.107
H -3.138 1.210 -3.098 0.145
H -1.590 0.691 -3.596 0.100
H -4.211 -0.481 -2.998 0.149
H -2.730 -2.883 -3.215 0.119
H -3.749 -1.830 -4.472 0.123
H -1.690 -0.044 -4.461 0.254
H -1.214 0.562 -1.604 0.187
H -1.837 -0.644 1.125 0.202
H 0.417 -0.495 -1.049 0.160
H -0.182 -2.018 0.230 0.189
H 0.195 -2.416 2.471 0.146
H 1.858 -1.704 4.403 0.269
H 2.005 1.753 0.135 0.048
H 4.196 0.258 4.652 0.123
H 3.612 3.357 1.602 0.128
H 4.633 2.388 3.651 0.099
H 0.655 2.766 0.312 0.224
N -2.658 0.513 -3.737 -0.003
N -1.922 0.158 -0.804 0.049
N 2.150 -1.496 3.185 0.006
O -3.043 -1.988 -0.803 0.081
O -1.579 -1.949 -4.534 -0.313
O -0.851 1.895 1.994 0.088
O -0.006 1.988 -0.140 -0.025



17
Properties=species:S:1:pos:R:3:lowdin_charge:R:1 method="wB97M-V/def2-TZVPD" largest_force_ha_per_bohr=0.1609 energy_ha=-3355.383763 e_lumo_ev=-0.829 charge=0 e_above_lowest_kj_mol=221.0 homo_energy_ha=-0.319 smiles="CC1=CC(Br)=C(C)S1(=O)=O"
C 0.870 -1.210 -0.058 -0.145
C 1.654 -0.011 0.112 -0.650
C -0.457 -1.087 -0.030 -0.314
C 0.778 1.247 -0.002 -0.290
C -1.535 -2.058 0.203 -0.053
C 1.299 2.664 0.090 -0.063
O -1.552 1.116 1.189 -0.258
O -1.441 0.948 -1.232 -0.280
S -0.853 0.667 0.044 0.659
Br 3.513 -0.073 0.023 0.798
H 1.294 -2.118 -0.153 0.079
H -2.013 -1.939 1.252 0.134
H -1.164 -2.997 0.363 0.046
H -2.206 -1.937 -0.653 0.100
H 0.505 3.182 -0.502 0.106
H 2.362 2.886 -0.151 0.088
H 1.325 2.873 1.085 0.044